[1]
2 unconnected molecules or ions with the total composition C11H14N2O at a distorted geometry. Source: the OMol25 dataset; level of theory: ωB97M-V with the def2-TZVPD basis set.

Output
- Relative energy (zero: lowest compared OMol25 entry of this formula, charge and spin): 1.593 eV
- Electronic energy: -16661.320 eV
- Strongest force on any atom: 1.67 eV/A
- Frontier orbital gap: 9.2 eV
- SMILES: Cc1ccc(O)cc1.Cc1c[nH]cn1

Element x y z (Å)
C (2.5913, -1.6312, 2.2982)
C (1.9817, -1.8002, 0.9375)
C (0.5561, -2.6074, -0.4521)
C (2.2349, -1.2212, -0.2634)
N (0.8879, -2.6370, 0.8073)
N (1.4278, -1.8749, -1.1819)
H (-0.2914, -3.1705, -0.7990)
H (3.0050, -0.6368, 2.4583)
H (3.3842, -2.3698, 2.3559)
H (1.2293, -1.3783, -2.0370)
H (3.0676, -0.5872, -0.5216)
H (1.8072, -1.6784, 3.0441)
C (0.3933, 2.3436, -1.8878)
C (-2.6968, 0.6386, 0.6142)
C (-2.9564, 1.7073, -0.2354)
C (-1.3812, 0.2045, 0.7151)
C (-1.9619, 2.2443, -1.0261)
C (-0.3667, 0.8046, -0.0134)
C (-0.6540, 1.7554, -0.9777)
O (-3.7497, 0.0316, 1.2139)
H (-3.6027, -0.2868, 2.1059)
H (-3.9828, 2.0313, -0.2740)
H (-1.2329, -0.6967, 1.2813)
H (-2.2312, 3.0860, -1.6556)
H (0.6508, 0.4255, 0.0882)
H (-0.0154, 2.3628, -2.9061)
H (1.1701, 1.6166, -2.1215)
H (0.7359, 3.3244, -1.5672)

Mulliken atomic charge list, values in e, 5 entries: C -1.183; C 1.087; C -0.259; C -1.083; N -0.579

[2]
A molecular structure, C4H6O2S at a distorted geometry. Source: the OMol25 dataset; level of theory: ωB97M-V with the def2-TZVPD basis set.

Output
- Relative energy (zero: lowest compared OMol25 entry of this formula, charge and spin): 3.382 eV
- Electronic energy: -19171.924 eV
- Strongest force on any atom: 5.94 eV/A
- Frontier orbital gap: 9.2 eV

Element x y z (Å)
C (0.2390, 0.2297, 0.1390)
C (-0.5946, -0.2887, -1.0801)
C (-0.8932, -0.4005, 1.1681)
C (1.5517, -0.3534, -0.0306)
H (-0.2500, 2.0573, -0.2652)
H (-0.3507, -1.2232, -1.5921)
H (-0.7541, 0.7901, -1.7101)
H (-0.3038, -1.3177, 1.5838)
H (-1.2462, 0.2653, 1.9928)
H (2.2157, 0.6747, -0.4678)
O (0.5747, 1.5948, 0.2201)
O (1.8454, -1.5280, 0.0945)
S (-2.0338, -0.5004, -0.0524)

Mulliken atomic charge list, values in e, 5 entries: C 0.900; C -0.648; C -0.579; C -0.237; H 0.409

[3]
A molecular structure, C10H13ClO2STi at a distorted geometry. Source: the OMol25 dataset; level of theory: ωB97M-V with the def2-TZVPD basis set.

Output
- Electronic energy: -61131.683 eV
- Charge: +2
- Strongest force on any atom: 6.54 eV/A
- Frontier orbital gap: 6.3 eV

Element x y z (Å)
Cl (-0.1870, 3.1694, -0.6898)
C (-2.1746, 0.0581, -1.3236)
C (-1.3302, -1.0620, -1.0613)
C (-0.0545, -0.8384, -1.7245)
H (-1.6391, -2.0007, -0.5882)
C (-0.1264, 0.4280, -2.3896)
C (-1.4374, 1.0077, -2.1248)
H (-1.7734, 1.9710, -2.5231)
H (-3.2221, 0.1717, -1.0378)
H (0.7931, -1.5352, -1.8039)
C (0.9575, 1.0861, -3.1892)
Ti (-0.3375, 0.8816, -0.2651)
C (1.6405, 1.3406, 0.3751)
O (2.6787, 1.6530, 0.7734)
C (-1.3026, 1.7588, 1.4980)
O (-1.7148, 2.3826, 2.3679)
H (1.9484, 0.8252, -2.7961)
H (0.8459, 2.1784, -3.1724)
H (0.9136, 0.7501, -4.2364)
C (0.1945, -2.8117, 2.3448)
S (0.1594, -1.1542, 1.5973)
C (1.0044, -0.2998, 2.9045)
H (-0.2289, -3.6035, 1.6686)
H (-0.3897, -2.7968, 3.3061)
H (1.2564, -3.0711, 2.6151)
H (0.6745, -0.7914, 3.8453)
H (2.0868, -0.4761, 2.7533)
H (0.7645, 0.7785, 2.8766)

Mulliken atomic charge list, values in e, 5 entries: Cl -0.199; C -0.508; C -0.412; C -0.267; H 0.702

[4]
C4H8O3 in the gas phase at a distorted geometry. Source: the OMol25 dataset; level of theory: ωB97M-V with the def2-TZVPD basis set.

Output
- Relative energy (zero: lowest compared OMol25 entry of this formula, charge and spin): 2.867 eV
- Electronic energy: -10418.137 eV
- Strongest force on any atom: 4.36 eV/A
- Frontier orbital gap: 10.3 eV
- SMILES: O=C(CO)CCO

Element x y z (Å)
O (-0.2635, -1.0806, 1.7524)
C (0.5856, 0.0326, 1.6205)
C (-0.1229, 1.0384, 0.7107)
C (-0.5049, 0.4717, -0.6914)
O (0.6191, 0.3850, -1.1432)
C (-1.5342, -0.1652, -1.6282)
O (-0.9229, -0.6934, -2.7511)
H (0.2014, -1.7658, 2.2433)
H (1.5664, -0.2535, 1.2223)
H (0.7544, 0.5191, 2.5963)
H (0.5451, 1.9291, 0.6083)
H (-1.0614, 1.3029, 1.0854)
H (-2.0000, -0.9682, -1.0831)
H (-2.2041, 0.6335, -1.8978)
H (0.0249, -0.5411, -2.6008)

Mulliken atomic charge list, values in e, 5 entries: O -0.503; C -0.363; C -0.761; C 0.576; O -0.599

[5]
C19H16N4O3S in the gas phase at a distorted geometry. Source: the OMol25 dataset; level of theory: ωB97M-V with the def2-TZVPD basis set.

Output
- Relative energy (zero: lowest compared OMol25 entry of this formula, charge and spin): 3.513 eV
- Electronic energy: -42897.603 eV
- Strongest force on any atom: 6.43 eV/A
- Frontier orbital gap: 9.3 eV

Element x y z (Å)
O (-0.9305, -0.2574, -3.8694)
O (-1.7118, 0.6716, 0.4792)
O (2.6996, -0.7497, 3.8180)
N (2.4566, 1.4574, -1.4020)
C (-0.5887, 0.1291, -2.7539)
C (-0.9128, 0.4706, -0.4433)
C (2.8768, 1.2543, -2.5673)
C (0.8374, 0.4303, -2.6032)
C (1.1394, 0.9304, -1.3816)
C (-3.7214, -4.2867, -0.3049)
C (1.2080, 3.6650, 2.0329)
C (-2.8350, -3.4712, 0.3313)
C (-4.4047, -3.7805, -1.4155)
C (0.6342, 2.8741, 1.0385)
C (1.9585, 2.8950, 3.0596)
C (1.6273, 0.8221, 1.8386)
C (-2.3920, -2.2656, -0.1626)
C (-4.2195, -2.4645, -1.8461)
C (0.8168, 1.5217, 0.9387)
C (2.1379, 1.4559, 2.9149)
C (-3.2021, -1.7035, -1.2603)
N (1.9287, 0.6469, -3.3827)
N (0.3156, 0.9509, -0.2223)
N (-1.4721, 0.1228, -1.6571)
S (2.9149, 0.6339, 4.2624)
C (-2.8722, -0.3142, -1.7356)
C (4.4864, 0.5811, 3.2781)
H (3.8421, 1.5317, -2.9347)
H (-4.0134, -5.3032, -0.1165)
H (1.0166, 4.7110, 2.2136)
H (-2.2842, -3.9869, 1.1620)
H (-5.1296, -4.3246, -1.9322)
H (0.0148, 3.4149, 0.2647)
H (2.3828, 3.4491, 3.9226)
H (1.8214, -0.2107, 1.8255)
H (-1.5317, -1.8148, 0.3323)
H (-4.7308, -1.9104, -2.6485)
H (2.0532, 0.4842, -4.3262)
H (-3.1572, -0.4088, -2.7757)
H (-3.5646, 0.4740, -1.3532)
H (4.6827, 1.4771, 2.6051)
H (4.5066, -0.3929, 2.7363)
H (5.3161, 0.5903, 4.0406)

Mulliken atomic charge list, values in e, 5 entries: O -0.696; O -0.675; O -0.650; N -0.503; C 0.513

[6]
A molecular structure, C45H72F3MgO22S at a distorted geometry. Source: the OMol25 dataset; level of theory: ωB97M-V with the def2-TZVPD basis set.

Output
- Relative energy (zero: lowest compared OMol25 entry of this formula, charge and spin): 2.450 eV
- Electronic energy: -117308.176 eV
- Charge: +1
- Strongest force on any atom: 5.40 eV/A
- Frontier orbital gap: 8.3 eV

Element x y z (Å)
Mg (2.5045, 12.3572, 6.2313)
C (0.4797, 13.5744, 9.7717)
F (-0.5596, 14.1774, 10.3688)
F (1.5190, 13.6332, 10.6306)
F (0.1858, 12.2890, 9.4315)
S (0.9979, 14.5602, 8.2055)
O (1.8803, 15.6463, 8.6808)
O (1.6696, 13.5321, 7.4238)
O (-0.2340, 14.9819, 7.5603)
C (-0.2174, 17.4609, 12.4539)
C (0.3043, 16.4057, 13.3761)
C (1.7384, 16.2626, 12.8939)
O (1.8594, 16.8491, 11.6787)
C (0.5776, 17.2623, 11.1723)
H (0.0396, 18.4404, 12.8571)
H (-1.2999, 17.5182, 12.3394)
H (-0.2990, 15.4985, 13.3432)
H (0.2138, 16.7159, 14.4171)
H (1.9898, 15.2035, 12.8362)
H (2.4204, 16.7298, 13.6043)
H (0.1804, 16.4601, 10.5504)
H (0.6323, 18.1849, 10.5945)
C (7.2646, 14.1541, 12.5665)
C (5.8654, 13.6255, 12.8481)
C (4.9851, 14.1588, 11.7042)
O (5.9331, 14.7099, 10.8085)
C (7.2513, 14.2203, 11.0836)
H (8.0999, 13.5406, 12.9044)
H (7.4202, 15.1448, 12.9936)
H (5.5017, 14.0354, 13.7903)
H (5.9314, 12.5378, 12.8763)
H (4.4094, 15.0057, 12.0776)
H (4.3995, 13.3484, 11.2703)
H (7.9889, 14.8493, 10.5852)
H (7.4050, 13.2406, 10.6313)
C (-4.1164, 16.6239, 10.2190)
C (-4.7271, 18.0037, 9.8240)
C (-3.6580, 19.0424, 10.1527)
O (-2.4194, 18.2843, 10.3203)
C (-2.6222, 16.9310, 9.9341)
H (-4.4433, 15.8506, 9.5238)
H (-4.3932, 16.2163, 11.1913)
H (-5.7072, 18.2322, 10.2426)
H (-4.9622, 17.9887, 8.7598)
H (-3.8176, 19.5755, 11.0899)
H (-3.5165, 19.8007, 9.3826)
H (-1.9946, 16.2675, 10.5292)
H (-2.3120, 16.7661, 8.9023)
O (0.8557, 11.1443, 6.3626)
C (0.2141, 10.1146, 6.1258)
O (-1.0162, 9.9435, 6.6318)
C (-1.5838, 8.7612, 6.1432)
C (-0.4741, 7.9144, 5.5047)
C (0.6562, 8.8997, 5.3186)
H (-2.2891, 8.9832, 5.3423)
H (-2.0280, 8.1860, 6.9557)
H (-0.8012, 7.4607, 4.5692)
H (-0.1897, 7.1064, 6.1789)
H (0.7980, 9.2379, 4.2921)
H (1.6113, 8.4842, 5.6400)
O (1.5468, 13.3039, 4.6954)
C (1.1711, 14.3339, 4.1691)
O (0.2099, 14.3913, 3.2639)
C (-0.2516, 15.7086, 2.9867)
C (0.4819, 16.5623, 4.0791)
C (1.7398, 15.7628, 4.3888)
H (-1.3406, 15.7405, 3.0202)
H (-0.0126, 15.9078, 1.9421)
H (-0.0370, 16.5751, 5.0376)
H (0.7428, 17.5753, 3.7727)
H (2.1413, 15.8049, 5.4013)
H (2.5657, 15.9187, 3.6948)
O (3.2177, 11.5348, 7.9189)
C (3.6026, 10.9549, 8.9168)
O (4.8843, 11.0411, 9.2979)
C (5.0957, 10.2120, 10.4277)
C (3.7927, 9.8961, 11.0460)
C (2.8039, 10.0956, 9.9025)
H (5.7125, 10.7707, 11.1316)
H (5.6528, 9.2919, 10.2515)
H (3.6871, 10.6868, 11.7888)
H (3.8035, 8.9096, 11.5094)
H (1.8852, 10.5703, 10.2471)
H (2.6368, 9.1378, 9.4096)
O (-5.9181, 12.7479, 6.1148)
C (-4.7975, 13.2198, 6.1444)
O (-4.4395, 14.3346, 6.7275)
C (-3.0708, 14.5480, 6.6358)
C (-2.4996, 13.2355, 6.1925)
C (-3.5919, 12.5191, 5.5011)
H (-2.6252, 14.8234, 7.5917)
H (-2.8468, 15.3857, 5.9754)
H (-2.1155, 12.6999, 7.0607)
H (-1.6562, 13.3889, 5.5193)
H (-3.4906, 11.4391, 5.6086)
H (-3.6569, 12.8190, 4.4552)
O (4.0809, 13.7761, 6.1461)
C (5.1982, 14.2622, 6.3309)
O (5.7817, 15.0136, 5.4329)
C (7.1222, 15.3451, 5.8006)
C (7.4934, 14.4437, 6.9901)
C (6.1567, 13.9743, 7.4934)
H (7.0569, 16.3869, 6.1144)
H (7.7768, 15.1366, 4.9543)
H (8.0887, 15.0351, 7.6857)
H (8.1167, 13.6162, 6.6513)
H (5.8231, 14.5658, 8.3460)
H (6.0882, 12.9069, 7.7034)
O (-0.0708, 21.1179, 4.9889)
C (0.1204, 20.3247, 5.9219)
O (-0.7733, 19.3097, 6.1172)
C (-0.4661, 18.5380, 7.2359)
C (1.0460, 18.7136, 7.3390)
C (1.2995, 20.1556, 6.8821)
H (-0.7701, 17.5114, 7.0313)
H (-1.1243, 18.8792, 8.0349)
H (1.5245, 18.0991, 6.5764)
H (1.3439, 18.6842, 8.3871)
H (2.3186, 20.2925, 6.5205)
H (1.2232, 20.8801, 7.6929)
O (7.9765, 17.7606, 9.3828)
C (6.8006, 17.6026, 9.3789)
O (6.1560, 17.2011, 8.3590)
C (4.7283, 17.0795, 8.5359)
C (4.5437, 17.8601, 9.8672)
C (5.8554, 17.7426, 10.5450)
H (4.3596, 16.0592, 8.6409)
H (4.1194, 17.5183, 7.7455)
H (3.7647, 17.2728, 10.3533)
H (4.1934, 18.8666, 9.6383)
H (5.9705, 16.8569, 11.1698)
H (6.0835, 18.6459, 11.1108)
O (1.2877, 9.0093, 13.9444)
C (0.5431, 9.9782, 13.9223)
O (-0.6315, 9.8848, 14.6001)
C (-1.4988, 10.9140, 14.1115)
C (-0.5129, 12.0187, 13.6519)
C (0.6358, 11.2263, 13.0747)
H (-2.2227, 11.2049, 14.8727)
H (-2.1223, 10.5573, 13.2917)
H (-0.2625, 12.6656, 14.4927)
H (-0.9394, 12.7412, 12.9561)
H (1.6483, 11.6254, 13.1349)
H (0.4989, 11.0517, 12.0076)

Mulliken atomic charge list, values in e, 5 entries: Mg 3.218; C -0.698; F -0.066; F 0.331; F -0.078